No. 1
ORCA calculation (wB97M-V/def2-TZVPD) on CH4N3P in the gas phase.

Properties
Lowest unoccupied orbital energy: 0.0067 Eh
HOMO-LUMO gap: 0.372 Ha
Calculated total energy: -14860.109 eV
SMILES string: N#CP(N)N
HOMO level: -9.93 eV

The geometry in XYZ format:
```
9
Properties=species:S:1:pos:R:3:forces:R:3
C -0.287 -0.664 1.641 -0.521 1.681 -0.447
N -0.534 -1.430 2.469 0.290 0.228 -0.489
N 1.400 -0.198 -0.384 -1.383 1.290 3.062
N -1.448 0.479 -0.565 1.720 -0.012 -1.358
P -0.078 0.843 0.431 1.402 -3.802 0.321
H 2.295 0.157 0.026 -0.963 -0.341 -0.189
H 1.382 0.204 -1.268 0.222 0.769 -2.440
H -1.425 -0.489 -0.947 -0.127 0.753 0.554
H -1.306 1.099 -1.404 -0.640 -0.567 0.987
```
Positions in Å, forces in eV/Å.

No. 2
ORCA calculation (wB97M-V/def2-TZVPD) on a 34-piece molecular cluster, H68O34 overall.

Properties
Lowest unoccupied orbital energy: -0.0264 Eh
HOMO-LUMO gap: 0.348 Ha
Calculated total energy: -70723.023 eV
HOMO level: -10.19 eV

The geometry in XYZ format:
```
102
Properties=species:S:1:pos:R:3:forces:R:3
O -1.980 -0.820 -12.580 0.264 -0.377 -0.112
H -2.450 -0.035 -12.298 -0.337 0.780 0.164
H -2.630 -1.521 -12.529 0.102 -0.138 -0.170
O -0.082 -5.786 -8.140 -0.106 -0.378 -0.211
H -0.382 -4.879 -8.075 0.013 0.476 0.040
H 0.249 -5.993 -7.267 0.133 -0.065 0.111
O 4.842 1.323 -13.026 0.148 0.224 -0.441
H 4.069 1.155 -12.488 -0.247 -0.217 -0.003
H 5.555 0.877 -12.569 0.378 -0.055 0.309
O 0.397 -2.848 -7.131 -0.402 -0.772 0.317
H 0.268 -2.130 -7.751 -0.067 0.713 -0.272
H 1.342 -2.871 -6.983 0.433 0.075 0.042
O -3.550 3.473 -8.678 -0.276 0.126 -0.323
H -4.253 2.824 -8.653 -0.209 -0.130 0.086
H -2.819 3.053 -8.224 0.345 -0.055 0.224
O -3.059 1.641 -11.714 -0.447 -0.806 0.230
H -3.888 2.066 -11.931 -0.262 0.037 -0.016
H -2.494 2.353 -11.414 0.672 0.705 -0.173
O 2.732 -0.777 -9.934 0.294 -0.156 0.432
H 2.122 -1.377 -10.361 -0.432 -0.474 -0.434
H 2.810 -0.041 -10.541 -0.072 0.577 -0.586
O 3.406 -2.894 -6.739 -0.130 -0.014 0.174
H 3.468 -3.171 -5.825 -0.043 -0.203 0.311
H 4.105 -2.249 -6.842 0.045 0.340 -0.156
O 4.172 1.021 -8.117 0.158 0.153 0.549
H 4.894 1.558 -8.446 0.118 0.346 -0.301
H 4.112 0.295 -8.738 -0.217 -0.504 -0.270
O 2.012 -3.666 -12.596 0.666 -0.193 -0.473
H 1.530 -2.940 -12.200 -0.313 0.210 0.102
H 1.337 -4.304 -12.827 -0.116 -0.169 -0.150
O -2.015 1.510 -5.920 0.009 0.146 -0.681
H -1.965 0.730 -5.368 0.147 -0.274 0.254
H -2.500 2.145 -5.393 -0.009 0.184 0.265
O -3.347 -3.898 -8.309 0.068 -0.258 0.009
H -3.601 -4.422 -7.549 0.157 -0.348 0.133
H -3.972 -3.172 -8.319 -0.256 0.594 0.030
O 2.200 3.700 -9.659 0.392 0.248 -0.130
H 1.445 3.417 -9.143 -0.499 -0.105 0.199
H 2.269 3.051 -10.359 -0.022 -0.281 0.022
O -3.998 -0.844 -5.137 -0.480 0.026 -0.547
H -4.311 -1.054 -4.257 -0.120 -0.091 0.172
H -3.052 -0.978 -5.094 0.799 -0.083 0.311
O 5.863 -1.680 -9.187 -0.149 -0.321 0.563
H 5.651 -2.603 -9.328 -0.356 -0.486 -0.298
H 5.985 -1.603 -8.241 0.211 0.152 0.183
O 0.516 -2.854 -10.585 0.658 0.663 0.301
H -0.438 -2.803 -10.638 -0.923 0.119 -0.058
H 0.710 -3.789 -10.657 0.235 -0.402 0.269
O 1.648 1.413 -6.442 0.205 0.686 1.022
H 1.195 0.829 -7.050 -0.501 -0.616 -0.794
H 2.382 1.763 -6.947 0.402 0.080 -0.252
O 2.246 1.314 -12.080 0.406 0.214 1.025
H 2.424 2.237 -12.261 0.196 0.309 -0.177
H 1.571 1.071 -12.714 -0.846 -0.470 -0.715
O -1.952 0.352 -9.252 0.472 0.239 0.054
H -2.529 -0.369 -8.997 -0.330 -0.550 0.479
H -2.367 0.728 -10.028 -0.171 0.241 -0.579
O 1.460 -0.133 -4.237 -0.018 -0.793 0.456
H 2.300 -0.301 -3.810 0.019 -0.125 0.291
H 1.670 0.468 -4.951 0.264 0.699 -1.096
O -0.295 1.800 -3.305 -0.666 0.344 0.183
H 0.468 2.220 -2.907 0.168 0.181 0.001
H 0.069 1.083 -3.824 0.204 -0.169 0.139
O -1.198 5.402 -7.882 0.042 0.562 0.031
H -1.111 4.517 -8.237 0.107 -0.390 -0.245
H -1.580 5.275 -7.013 -0.069 0.049 0.204
O 3.262 -3.807 -9.351 0.338 -0.275 -0.346
H 3.131 -3.553 -8.437 -0.056 -0.047 0.331
H 2.929 -3.066 -9.856 0.030 0.012 -0.197
O 6.457 0.289 -10.726 0.032 0.885 -0.670
H 6.098 -0.492 -10.305 -0.011 -0.483 0.211
H 6.816 0.807 -10.006 0.230 0.157 -0.009
O -1.158 3.548 -12.217 -0.078 0.037 0.212
H -1.353 3.871 -13.097 -0.106 0.064 -0.246
H -0.208 3.426 -12.212 0.261 -0.014 0.164
O -1.151 -1.288 -4.585 -0.808 0.556 -0.124
H -1.135 -2.212 -4.835 -0.021 -0.517 0.255
H -0.248 -0.992 -4.700 0.581 0.187 0.112
O 0.640 -0.254 -8.292 -0.363 -0.453 0.618
H 1.298 -0.488 -8.947 0.841 0.105 -0.266
H -0.152 -0.078 -8.800 -0.788 0.371 -0.225
O 4.599 2.615 -5.680 -0.008 0.279 0.153
H 4.597 1.930 -6.348 -0.122 -0.345 -0.341
H 4.969 2.194 -4.904 0.100 -0.012 0.251
O 1.967 4.084 -4.820 -0.268 0.234 0.348
H 1.992 3.201 -5.187 -0.071 -0.295 -0.209
H 2.877 4.379 -4.840 0.243 0.017 -0.123
O -1.108 -4.014 -5.135 -0.520 -0.326 0.432
H -0.686 -3.627 -5.901 0.512 0.247 -0.909
H -0.679 -4.863 -5.027 -0.001 -0.164 0.212
O -4.028 -1.255 -8.106 0.081 -0.119 -0.759
H -3.912 -1.290 -7.157 -0.020 0.120 0.886
H -4.518 -0.447 -8.259 -0.317 0.187 0.079
O -0.579 2.640 -8.354 0.213 0.692 -0.369
H -0.307 2.630 -7.436 0.173 -0.124 0.587
H -1.209 1.923 -8.425 -0.170 -0.695 -0.045
O -2.198 -3.367 -10.707 0.340 0.283 -0.719
H -2.923 -3.079 -11.261 -0.082 -0.084 -0.081
H -2.602 -3.550 -9.858 -0.174 -0.463 0.798
O 0.170 0.567 -13.817 0.605 0.538 -0.026
H -0.518 0.130 -13.315 -0.539 -0.413 0.234
H 0.490 -0.104 -14.420 0.105 -0.170 -0.244
```
Positions in Å, forces in eV/Å.